# 1
ORCA calculation (wB97M-V/def2-TZVPD) on C36H36F3N4OP2SW as an isolated structure in a non-equilibrium geometry.

Output
ΔE to the lowest compared entry with this formula, charge and spin ... 57.0 kJ/mol
Multiplicity ... 3
Energy ... -3134.4500 hartree
Charge ... +3
HOMO level (alpha / beta) ... -16.55 / -16.54 eV

Each line ends with the Mulliken spin population.
Element x y z (Å)
H  -1.686  -5.662  -0.050  0.00
C  0.028  4.552  2.126  0.00
C  -6.208  3.223  -0.737  0.00
H  4.756  4.802  -2.122  0.00
C  2.341  -0.225  1.001  0.03
C  -5.167  4.117  -0.520  0.00
H  -2.341  0.898  -3.359  0.00
C  2.887  2.034  -1.627  0.00
H  1.744  1.357  -4.597  0.00
C  -5.969  1.857  -0.782  0.00
C  -2.260  -4.906  0.490  0.00
C  2.495  -1.940  -0.543  0.00
C  -1.814  2.503  2.501  0.02
H  4.332  -3.021  -0.624  0.00
H  2.964  1.011  -1.274  0.00
W  -0.159  0.041  -0.082  2.15
C  -1.570  -2.627  1.062  -0.01
H  -2.566  1.733  2.632  0.01
C  -1.984  0.820  -5.475  0.00
S  1.230  1.048  1.519  -0.16
H  -1.469  -1.997  4.157  0.00
H  -0.099  4.826  4.241  0.00
C  -1.956  -1.644  3.248  0.00
C  -1.602  0.946  -4.153  0.00
H  -3.304  -4.967  0.163  0.00
C  -4.685  1.368  -0.607  0.00
C  4.375  -1.477  0.877  0.02
H  1.046  1.112  -6.956  0.00
C  4.001  2.857  -1.654  0.00
H  -2.954  -1.291  3.510  0.00
F  3.563  0.240  3.689  0.00
H  -2.656  -6.042  2.271  0.00
H  -3.818  -3.846  2.488  0.00
C  -1.366  3.233  3.585  -0.01
H  -0.205  -3.634  -1.314  0.00
C  -0.393  3.809  1.038  0.03
H  -1.377  -0.813  2.828  0.01
H  2.031  -2.496  -1.350  0.00
F  4.058  1.737  2.220  0.00
H  -3.072  4.329  -0.132  0.00
H  0.611  4.174  -2.958  0.00
C  -1.262  -3.374  -1.208  0.02
H  -1.738  3.015  4.573  0.00
H  -0.007  4.028  0.051  0.00
P  0.178  1.456  -2.105  -0.09
C  -0.441  4.252  3.396  0.02
P  -1.919  1.771  -0.173  -0.04
C  4.211  0.443  2.539  0.00
H  -7.213  3.594  -0.861  0.00
C  -1.332  2.794  1.222  0.01
C  -3.884  3.642  -0.331  0.00
H  4.957  2.492  -1.312  0.00
H  5.384  -1.657  1.219  0.00
H  -6.789  1.176  -0.953  0.00
C  -3.644  2.266  -0.385  0.00
C  0.705  1.204  -4.848  0.00
C  1.662  2.514  -2.087  0.00
H  -5.357  5.179  -0.492  0.00
N  -1.097  2.446  -1.531  0.03
H  -1.094  -5.228  2.270  0.00
F  5.496  0.217  2.731  0.00
H  0.726  5.360  1.979  0.00
H  -3.026  0.694  -5.728  0.00
C  -1.028  0.875  -6.482  0.00
C  0.310  1.062  -6.167  0.00
C  1.556  3.817  -2.572  0.00
H  -1.835  -4.012  -1.880  0.00
C  3.788  -2.226  -0.138  -0.01
N  1.768  -0.962  0.020  -0.06
O  -0.959  -1.541  0.705  -0.01
H  -1.417  -2.317  -1.517  0.01
H  -1.330  0.773  -7.513  0.00
C  2.670  4.637  -2.579  0.00
H  -1.480  3.229  -2.057  0.00
C  -2.143  -5.127  1.988  0.00
C  -0.258  1.167  -3.840  0.01
C  -2.750  -3.938  2.716  0.00
N  -1.721  -3.593  0.148  0.01
H  -4.499  0.302  -0.639  0.00
H  -2.635  -4.041  3.796  0.00
N  -2.058  -2.728  2.295  0.01
H  2.591  5.647  -2.950  0.00
C  3.637  -0.444  1.449  0.01
C  3.890  4.160  -2.119  0.00

# 2
ORCA calculation (wB97M-V/def2-TZVPD) on CH10Si3 as an isolated structure in a non-equilibrium geometry.

Output
ΔE to the lowest compared entry with this formula, charge and spin ... 130.1 kJ/mol
Energy ... -912.4123 hartree
HOMO level ... -8.93 eV

Each line ends with the natural charge from an NBO analysis.
Element x y z (Å)
H  -0.189  3.095  0.456  -0.15
H  -2.061  -1.404  -1.128  -0.16
H  -0.338  -2.633  0.227  -0.16
Si  -1.280  -1.431  0.034  0.89
H  -1.476  1.815  -1.191  -0.17
H  1.409  -1.136  -1.381  -0.15
C  -0.171  0.100  0.589  -1.33
Si  2.117  -0.376  -0.300  0.82
H  -1.923  1.706  1.024  -0.20
Si  -0.818  1.778  0.098  0.89
H  -0.144  0.228  1.623  0.22
H  3.089  0.555  -0.919  -0.16
H  2.717  -0.881  0.847  -0.17
H  -2.112  -1.725  1.139  -0.17

# 3
ORCA calculation (wB97M-V/def2-TZVPD) on C29H37F6GeN4O7S2SeTi as an isolated structure.

Output
ΔE to the lowest compared entry with this formula, charge and spin ... 116.4 kJ/mol
Energy ... -8595.5377 hartree
Charge ... +3
HOMO level ... -15.57 eV

Each line ends with the Mulliken charge.
Element x y z (Å)
H  0.355  4.591  -7.714  0.41
C  1.729  2.168  1.128  -0.02
C  0.351  -1.939  2.527  0.53
N  -1.564  0.498  2.668  0.41
C  -2.169  -0.272  3.582  0.51
C  -6.981  -0.287  1.431  -1.17
H  -7.940  -0.802  1.505  0.40
S  2.848  -1.206  -1.576  1.43
N  -0.516  -2.060  3.487  0.01
C  -1.948  -1.754  3.399  -0.54
H  -7.096  -2.188  -1.593  0.42
C  1.573  4.024  -5.375  0.99
F  -1.530  -2.712  -3.849  -0.15
Se  -2.712  -0.959  -0.823  0.43
C  2.906  3.992  0.081  -0.92
C  -5.278  -3.051  1.130  -1.13
C  2.693  4.200  -6.179  -0.39
C  4.012  2.890  -4.624  -1.01
H  -3.698  2.039  5.497  0.47
H  -5.454  -1.889  -2.126  0.39
H  -4.122  0.138  -2.516  0.47
H  -2.298  -2.099  2.429  -0.13
F  4.150  -3.446  -1.756  -0.16
C  3.617  -2.717  -0.811  0.47
O  -0.096  -0.393  -2.398  -0.35
C  1.703  3.292  -4.186  -0.32
H  3.660  4.766  0.122  0.49
C  1.791  -2.222  2.769  -1.12
H  2.260  4.535  -1.881  0.65
H  -0.145  -2.313  4.393  0.33
C  -6.263  -1.488  -1.511  -1.21
H  2.630  4.768  -7.096  0.48
C  -0.253  -2.537  -4.114  0.62
N  1.995  -1.796  -2.810  -0.55
H  -2.449  -2.346  4.161  0.58
H  0.721  6.125  -6.860  0.39
C  -3.089  0.320  -2.235  -1.05
H  1.554  1.516  1.975  0.60
H  -2.572  3.493  3.809  0.49
H  4.959  2.443  -4.350  0.51
Ge  -5.747  -1.326  0.357  0.63
C  -4.025  -0.281  0.442  -0.26
O  3.895  -0.349  -1.982  -0.58
F  4.524  -2.296  0.045  -0.18
H  -7.158  0.691  0.981  0.39
H  -1.221  2.419  2.024  0.37
H  -4.128  0.781  0.220  0.64
C  -1.722  1.814  2.772  -0.09
C  2.121  3.858  -1.047  -0.49
N  0.483  3.117  -3.476  0.30
H  -0.933  5.473  -6.859  0.26
H  3.333  3.244  2.048  0.51
H  -6.598  -0.142  2.442  0.37
C  0.120  5.217  -6.854  -0.92
C  0.208  2.852  -2.246  -0.80
O  1.909  -0.675  -0.554  -0.21
C  2.716  3.141  1.164  -0.95
H  -6.071  -3.779  0.956  0.42
C  -3.103  1.609  4.702  -0.55
H  2.078  -1.963  3.787  0.51
H  1.966  -3.289  2.618  0.33
H  -0.313  3.263  -4.098  0.39
H  -3.413  -0.434  5.326  0.53
H  -0.846  2.691  -2.051  0.77
C  -2.480  2.416  3.769  -1.03
H  -3.595  -0.366  1.432  -0.62
F  0.358  -3.664  -4.340  -0.14
F  -0.085  -1.675  -5.089  -0.15
H  -5.133  -2.974  2.209  0.32
H  -2.430  0.128  -3.073  0.29
O  0.338  4.489  -5.628  -0.47
O  -0.031  1.072  -0.008  -0.26
H  -4.369  -3.454  0.676  0.36
F  2.667  -3.397  -0.173  -0.20
C  0.942  2.049  -0.003  0.26
C  1.128  2.871  -1.118  0.18
C  -2.944  0.230  4.610  -0.98
H  2.995  2.126  -2.913  0.55
H  -2.971  1.328  -1.847  0.29
H  4.768  3.780  -6.423  0.43
O  -0.003  -2.469  -1.359  -0.43
O  -0.019  -1.604  1.330  -0.31
C  2.910  2.713  -3.814  0.03
H  -6.592  -0.533  -1.924  0.35
C  3.899  3.638  -5.793  -0.88
Ti  -0.229  -0.648  -0.233  0.82
S  0.478  -1.762  -2.574  0.85
H  2.397  -1.670  2.058  0.08